Computed, not measured: a structure of composition C8H12AsCdF6N4S3, with wB97M-V/def2-TZVPD.

Output
- Energy relative to the best compared isomer or geometry (same formula, charge and spin): 0.0 kcal/mol
- Total charge: +2
- HOMO energy (spin up / spin down): -15.64 / -15.78 eV
- Spin multiplicity: 2
- <S²>: 0.788
- HOMO-LUMO gap (spin up / spin down): 8.2 / 5.7 eV

XYZ file:
```
35
Properties=species:S:1:pos:R:3:lowdin_charge:R:1
Cd 0.4722 0.4516 0.0449 1.296
N 3.7595 2.1029 0.6594 0.189
C 2.8581 2.2377 1.6162 -0.609
N 1.6230 1.7810 1.5517 -0.004
C 0.8939 2.1498 2.6523 -0.305
C 1.6187 2.8402 3.6178 -0.259
S 3.2106 3.0935 3.1156 1.213
C -0.5021 1.8856 2.6679 -0.301
C -1.4064 2.2585 3.6609 -0.257
S -2.9901 1.8935 3.2087 1.216
C -2.3877 1.2555 1.6794 -0.603
N -1.0728 1.2841 1.5795 0.005
N -3.1994 0.8196 0.7348 0.193
H 3.4848 1.7650 -0.2540 0.126
H 4.6865 2.4910 0.7458 0.137
H 1.2697 3.2163 4.5671 0.106
H -1.1944 2.7289 4.6088 0.107
H -4.2020 0.8339 0.8455 0.139
H -2.8366 0.6053 -0.1861 0.122
F 1.5560 0.6225 -2.0335 -0.371
As 0.2795 1.6975 -2.7790 0.764
F -0.8677 0.6095 -1.8557 -0.369
F 0.3983 2.5103 -1.1885 -0.336
F -1.0198 2.6714 -3.2257 -0.166
F 1.4989 2.6798 -3.4043 -0.170
F 0.1871 0.6320 -4.0839 -0.169
C 0.1020 -2.3997 -1.7512 -0.355
S 0.8004 -2.0359 -0.1205 0.736
C 2.5654 -2.1958 -0.4907 -0.361
H 0.5152 -1.7341 -2.5040 0.034
H -0.9767 -2.2812 -1.6909 0.047
H 0.3383 -3.4374 -1.9776 0.061
H 2.7499 -3.2356 -0.7518 0.059
H 3.1237 -1.9535 0.4110 0.044
H 2.8430 -1.5437 -1.3150 0.039
```